# C11H13N4

A gas-phase ion, C11H13N4 (charge +1) in a non-equilibrium geometry (ωB97M-V/def2-TZVPD, OMol25).

Computed properties:
E_LUMO: -5.19 eV
energy above the lowest of the compared OMol25 structures with the same formula, charge and spin: 0.534 eV
net charge: +1
highest occupied orbital energy: -11.67 eV
E_tot: -645.65324 a.u.
SMILES: CN1c2cccnc2[C@@]2(C)[NH+]=CN=C[C@@H]12
2S+1: 1

The geometry in XYZ format:
```
28
Properties=species:S:1:pos:R:3:forces:R:3
C -1.5807 0.1308 2.0988 -2.6 -0.8 -0.5
N -0.8590 0.0614 0.8760 3.3 2.6 2.8
C -1.1642 -0.4741 -0.3087 2.5 0.1 -1.6
C -2.2495 -1.1933 -0.7019 2.4 0.1 -4.3
C -2.1811 -1.6777 -2.0809 -2.2 0.1 4.7
C -1.0774 -1.5289 -2.8344 -1.7 -1.2 -2.0
N -0.0192 -0.9206 -2.4218 3.1 2.8 2.6
C -0.0496 -0.3501 -1.2077 -0.1 -1.6 0.4
C 1.2464 0.2658 -0.3341 -3.0 -0.5 -2.9
C 2.4480 -0.6508 -0.4634 -1.0 -0.8 -0.9
N 1.3126 1.5422 -1.0839 1.6 -1.0 -0.7
C 0.9964 2.6947 -0.6234 -1.3 0.1 -1.3
N 0.9413 2.9197 0.6856 -0.1 -0.7 2.5
C 0.8130 1.9230 1.5068 -0.3 1.2 -0.3
C 0.5615 0.5099 1.0406 0.9 -1.9 -0.6
H -2.1009 1.0861 2.2805 0.6 0.1 0.0
H -2.4145 -0.5133 1.7791 -0.2 -0.2 1.5
H -1.0709 -0.2069 3.0275 -0.1 -0.1 -0.9
H -2.9909 -1.3061 -0.0237 -2.7 -0.8 1.4
H -3.0322 -2.2845 -2.3099 -0.2 -0.2 -0.9
H -1.1488 -1.9607 -3.8318 0.7 0.2 0.0
H 2.1879 -1.5425 0.0883 -0.4 -0.6 -0.1
H 3.1606 -0.2481 0.1635 2.3 1.0 0.8
H 2.8436 -0.9935 -1.4852 -0.9 1.1 1.4
H 1.5839 1.3783 -2.0562 -0.5 0.4 0.1
H 0.6097 3.4455 -1.3263 0.8 0.0 0.4
H 0.9346 2.1152 2.5935 -0.1 0.0 -0.8
H 1.1277 -0.1504 1.7937 -1.1 0.7 -0.7
```
Positions in Å, forces in eV/Å.